No. 1
Here is a cluster of 11 separate species, C5H33N2O11 in total from the Open Molecules 2025 dataset. Energies are from ωB97M-V/def2-TZVPD.

Each line ends with the natural charge from an NBO analysis.
CARTESIAN COORDINATES (ANGSTROEM)
H  -0.36  3.14  0.22  0.1460
H  0.96  -0.09  3.93  0.4878
O  2.32  -1.34  -3.29  -0.9676
O  4.60  0.67  0.53  -0.9517
H  1.24  1.45  0.65  0.4980
H  -3.36  1.70  1.75  0.4282
O  -1.10  1.47  3.71  -1.0147
H  1.64  2.27  -1.29  0.4627
O  -1.38  -1.44  3.08  -1.0059
C  -2.49  -0.02  -1.65  -0.6875
H  1.58  1.94  -3.07  0.4923
C  -1.07  2.46  -0.51  0.1446
H  -2.93  1.05  -1.93  0.2295
H  -1.48  -0.62  2.48  0.5160
H  -1.62  -4.38  0.21  0.4528
H  -3.07  -0.36  -0.78  0.2294
H  0.70  -3.54  -1.52  0.1915
H  1.27  -0.92  -0.43  0.3679
H  -2.93  -0.37  -2.57  0.2231
N  -0.66  0.94  -0.18  -0.7819
H  1.09  -3.41  0.33  0.1962
H  -0.43  1.41  3.00  0.4488
O  1.17  -0.53  3.09  -0.9838
O  -2.36  2.60  -0.27  -0.7742
H  3.82  0.37  -0.02  0.4842
H  0.00  1.64  -2.80  0.4618
H  2.12  -0.41  -3.13  0.4725
H  -1.07  -2.08  -1.69  0.1857
H  -1.02  -3.78  1.37  0.4772
H  1.60  1.67  2.15  0.4913
C  -0.69  -1.46  -0.91  -0.2091
H  -1.94  1.19  3.23  0.5071
O  0.71  1.79  -3.50  -0.9609
H  2.78  2.93  -0.57  0.5064
H  -0.71  2.57  -1.46  0.1246
H  -1.04  -1.78  0.03  0.1732
H  2.35  -2.85  -1.09  0.1767
H  -0.37  0.32  -2.23  0.1887
H  -1.33  0.46  0.59  0.4240
H  0.54  -1.20  2.91  0.4945
O  2.54  2.71  -1.53  -0.9702
H  4.37  1.16  1.23  0.4686
O  -2.79  1.03  1.86  -1.2512
O  1.68  2.07  1.25  -1.0038
H  1.92  -1.84  -2.57  0.4831
C  1.19  -2.95  -0.76  -0.4160
H  -2.35  -1.62  3.35  0.4900
C  -1.02  0.05  -1.38  -0.0670
H  -2.58  1.92  0.48  0.5145
O  -0.83  -4.47  0.61  -0.9249
N  0.78  -1.57  -0.89  -0.6685

Values from the calculation:
ΔE to the lowest compared entry with this formula, charge and spin: 6.214 eV
molar mass: 297.32 g/mol
LUMO level: 2.55 eV
charge: -1
gap between HOMO and LUMO: 0.31821 Ha
electronic energy: -1147.3402 a.u.
multiplicity: 1

=====

No. 2
Here is an isolated molecule of C4H6O2 from the Open Molecules 2025 dataset. Energies are from ωB97M-V/def2-TZVPD.

Each line ends with the natural charge from an NBO analysis.
CARTESIAN COORDINATES (ANGSTROEM)
H  -1.77  0.93  0.85  0.4788
O  -1.86  0.77  -0.10  -0.6941
H  0.60  -0.63  -1.97  0.2212
H  1.48  0.05  2.10  0.1248
C  0.22  -0.02  -1.17  -0.3634
C  1.18  0.31  1.07  0.4050
C  -1.00  -0.27  -0.42  0.1088
H  0.46  1.05  -1.29  0.2598
C  0.25  -0.60  0.35  -0.4284
H  -1.48  -1.20  -0.71  0.1801
H  0.22  -1.63  0.76  0.2440
O  1.71  1.25  0.53  -0.5365

Values from the calculation:
ΔE to the lowest compared entry with this formula, charge and spin: 2.595 eV
molar mass: 86.09 g/mol
LUMO level: 0.57 eV
gap between HOMO and LUMO: 0.38330 Ha
electronic energy: -306.4109 a.u.
multiplicity: 1

=====

No. 3
Here is the ion C6H13N2O3Si with charge +1 from the Open Molecules 2025 dataset. Energies are from ωB97M-V/def2-TZVPD.

Each line ends with the natural charge from an NBO analysis.
CARTESIAN COORDINATES (ANGSTROEM)
N  2.35  2.27  0.74  -0.4698
C  2.24  0.05  0.46  -0.0455
N  0.97  0.61  0.53  -0.6544
H  -0.82  -2.85  1.82  0.1956
H  -1.90  -2.96  0.26  0.1893
C  1.07  1.88  0.80  0.2632
C  -2.77  1.05  1.06  -0.2300
H  4.08  1.06  0.62  0.2321
C  -0.86  -2.95  0.73  -0.2385
H  0.90  -0.43  -3.16  0.1806
O  -1.72  0.17  0.98  -0.9149
H  -3.67  0.45  1.41  0.2108
H  -2.83  1.46  0.03  0.1890
O  -0.21  -1.87  0.13  -0.9267
H  2.43  -1.05  0.29  0.2813
Si  -0.52  -0.31  0.03  2.4394
H  -0.58  -1.52  -2.73  0.1758
H  2.61  3.25  0.82  0.4604
C  3.10  1.10  0.56  -0.0292
H  -2.43  1.82  1.78  0.1850
H  -0.87  0.12  -3.66  0.1943
H  0.35  2.74  0.64  0.2519
C  -0.20  -0.44  -2.86  -0.2319
O  -0.40  0.17  -1.65  -0.9128
H  -0.32  -3.84  0.36  0.2050

Values from the calculation:
ΔE to the lowest compared entry with this formula, charge and spin: 0.314 eV
molar mass: 189.27 g/mol
LUMO level: -2.99 eV
charge: +1
gap between HOMO and LUMO: 0.39079 Ha
electronic energy: -861.0064 a.u.
multiplicity: 1

=====

No. 4
Here is a cluster of 2 separate species, C3H7NO3 in total from the Open Molecules 2025 dataset. Energies are from ωB97M-V/def2-TZVPD.

Each line ends with the natural charge from an NBO analysis.
CARTESIAN COORDINATES (ANGSTROEM)
N  -0.68  0.28  0.65  -0.6569
H  2.68  2.58  -1.46  0.4826
H  -0.14  1.01  0.19  0.4012
H  0.48  -1.17  -1.49  0.1053
C  -0.12  -0.22  1.81  0.5143
C  -1.32  -0.63  -0.28  -0.3236
O  0.13  -1.40  1.92  -0.5635
H  2.08  2.51  0.00  0.4756
H  -2.13  -1.13  0.25  0.2259
H  -0.01  0.38  2.73  0.1381
H  -1.78  -0.08  -1.11  0.2255
O  1.98  2.24  -0.92  -0.9567
O  -0.77  -2.74  -1.30  -0.5068
C  -0.40  -1.64  -0.99  0.4390

Values from the calculation:
ΔE to the lowest compared entry with this formula, charge and spin: 2.262 eV
molar mass: 105.09 g/mol
LUMO level: 0.37 eV
gap between HOMO and LUMO: 0.35825 Ha
electronic energy: -398.9545 a.u.
multiplicity: 1

=====

No. 5
Here is a cluster of 12 separate species, H23O12 in total from the Open Molecules 2025 dataset. Energies are from ωB97M-V/def2-TZVPD.

Each line ends with the natural charge from an NBO analysis.
CARTESIAN COORDINATES (ANGSTROEM)
H  1.41  -1.37  -2.99  0.4553
H  -0.38  0.35  -2.18  0.5207
H  1.63  -0.96  0.80  0.4846
H  -2.39  -1.73  -0.67  0.4527
O  -2.22  1.31  -0.61  -1.0213
H  -0.09  -1.72  -0.76  0.4965
H  -1.00  -2.13  2.97  0.4644
H  -2.02  -1.27  2.53  0.4670
H  -0.96  -2.87  -0.26  0.4587
O  0.50  0.02  -0.60  -1.3034
O  -1.01  1.93  1.79  -0.9448
O  1.86  -1.38  1.61  -0.9559
H  2.51  0.58  -0.59  0.4764
H  -1.53  -0.46  -2.74  0.4644
H  1.56  -0.52  -1.80  0.4982
O  -1.09  0.38  -2.82  -0.9569
H  -2.63  2.15  -0.68  0.4810
H  -1.84  1.03  -1.49  0.5081
H  -1.77  1.40  2.07  0.4565
O  -0.19  -2.71  -0.78  -0.9869
O  1.24  2.50  -0.41  -0.9838
H  -2.33  -0.51  0.01  0.4891
H  0.96  -1.32  1.99  0.4592
H  0.87  1.60  -0.51  0.4931
O  2.01  -0.75  -2.63  -0.9805
O  3.35  0.46  -0.21  -0.9447
H  -0.08  -0.09  0.18  0.4602
O  -1.09  -1.39  2.38  -0.9276
O  1.46  1.48  2.74  -0.9852
H  0.57  3.07  -0.79  0.4409
O  -2.59  -1.42  0.17  -0.9554
H  -1.15  1.87  0.83  0.4942
H  0.58  1.34  2.30  0.4831
H  3.80  -0.06  -0.90  0.4643
H  2.04  1.15  2.07  0.4781

Values from the calculation:
ΔE to the lowest compared entry with this formula, charge and spin: 2.553 eV
molar mass: 215.17 g/mol
LUMO level: 2.50 eV
charge: -1
gap between HOMO and LUMO: 0.32429 Ha
electronic energy: -916.7286 a.u.
multiplicity: 1

=====

No. 6
Here is a structure of composition C7H8N4O2 from the Open Molecules 2025 dataset. Energies are from ωB97M-V/def2-TZVPD.

Each line ends with the natural charge from an NBO analysis.
CARTESIAN COORDINATES (ANGSTROEM)
H  -1.66  -0.82  -3.30  0.2146
N  -0.54  0.31  -2.04  -0.4460
C  0.16  0.20  -1.06  0.8553
N  1.33  0.52  -0.56  -0.4955
H  3.04  0.20  0.54  0.1645
N  1.73  -0.40  1.86  -0.2399
C  2.18  1.30  -1.45  -0.4017
H  3.03  1.69  -0.89  0.2215
C  -1.94  -0.91  3.66  0.7904
H  2.55  0.70  -2.28  0.2031
C  -1.76  -0.94  2.38  -0.6323
O  -2.15  -0.85  4.80  -0.4258
O  -0.56  -0.60  0.42  -0.7156
H  -2.35  -0.66  -1.66  0.2201
H  -2.60  -1.09  1.72  0.2726
H  1.61  2.14  -1.86  0.2158
N  0.60  -0.72  2.54  -0.4068
C  1.98  0.05  0.71  0.1975
C  -1.81  -0.14  -2.46  -0.4156
C  -0.46  -0.71  1.73  0.6099
H  -2.39  0.72  -2.79  0.2140

Values from the calculation:
ΔE to the lowest compared entry with this formula, charge and spin: 5.316 eV
molar mass: 180.17 g/mol
LUMO level: 0.46 eV
gap between HOMO and LUMO: 0.31576 Ha
electronic energy: -640.8792 a.u.
multiplicity: 1